#1
Formula: C3H9O
Source: the Open Molecules 2025 dataset
Level of theory: ωB97M-V with the def2-TZVPD basis set

Structure (XYZ):
```
13
Properties=species:S:1:pos:R:3
C -2.468 -0.456 1.017
H -1.377 -0.332 1.033
H -2.728 -1.513 1.024
H -2.898 0.046 1.889
H -2.858 -0.012 0.103
C 0.857 0.277 -0.280
O 0.683 -0.792 0.504
C 2.241 0.302 -0.988
H 0.080 0.384 -1.097
H 0.778 1.264 0.258
H 2.305 1.075 -1.760
H 3.012 0.433 -0.232
H 2.373 -0.675 -1.471
```

## Properties
Highest occupied orbital energy (eV): -2.19
Net charge: -1
M (g mol⁻¹): 61.10
Kohn-Sham gap (eV): 6.8



#2
Formula: C3H9O
Source: the Open Molecules 2025 dataset
Level of theory: ωB97M-V with the def2-TZVPD basis set

Structure (XYZ):
```
13
Properties=species:S:1:pos:R:3
O 2.738 0.093 -0.252
H 3.015 -0.387 -1.052
C -1.999 -0.619 0.633
C -0.519 -0.205 0.493
C -0.366 0.741 -0.728
H -2.544 0.196 1.124
H -2.146 -1.448 1.336
H -2.437 -0.831 -0.337
H 0.155 -1.037 0.313
H -0.158 0.239 1.420
H -0.676 0.105 -1.557
H -0.825 1.711 -0.553
H 0.719 0.898 -0.838
```

## Properties
Highest occupied orbital energy (eV): -2.19
Net charge: -1
M (g mol⁻¹): 61.10
Kohn-Sham gap (eV): 6.2



#3
Formula: C3H9O
Source: the Open Molecules 2025 dataset
Level of theory: ωB97M-V with the def2-TZVPD basis set

Structure (XYZ):
```
13
Properties=species:S:1:pos:R:3
C 0.182 2.985 0.395
H -0.197 2.078 -0.080
H 1.266 2.924 0.420
H -0.139 3.746 -0.337
H -0.219 3.178 1.384
C 0.329 -1.156 0.191
O -0.364 -0.029 0.345
C -0.248 -2.196 -0.881
H 1.408 -1.099 -0.110
H 0.361 -1.746 1.146
H -0.826 -1.538 -1.539
H 0.541 -2.656 -1.492
H -0.841 -2.992 -0.426
```

## Properties
Highest occupied orbital energy (eV): -2.20
Net charge: -1
M (g mol⁻¹): 61.10
Kohn-Sham gap (eV): 6.8



Which structure is the most stable? The one labeled #1.



#1
Formula: C3H11N2OS
Source: the Open Molecules 2025 dataset
Level of theory: ωB97M-V with the def2-TZVPD basis set

Structure (XYZ):
```
18
Properties=species:S:1:pos:R:3
C -0.584 1.416 0.523
C -1.095 1.129 -0.878
S 0.293 0.938 -2.114
N 0.028 0.127 0.982
C 0.185 -0.266 2.344
N -0.894 -1.154 2.804
H -1.244 1.606 1.279
H 0.240 2.137 0.476
H -1.695 0.296 -0.750
H -1.703 1.862 -1.385
H 0.615 -0.287 0.314
H 1.171 -0.922 2.487
H 0.308 0.528 3.161
H -0.898 -2.094 2.770
H -1.901 -0.867 2.600
H 1.179 -1.824 -2.103
H 1.515 -2.010 -0.715
O 1.594 -2.491 -1.595
```

## Properties
Highest occupied orbital energy (eV): -2.85
Net charge: -1
M (g mol⁻¹): 123.20
Kohn-Sham gap (eV): 6.7



#2
Formula: C3H11N2OS
Source: the Open Molecules 2025 dataset
Level of theory: ωB97M-V with the def2-TZVPD basis set

Structure (XYZ):
```
18
Properties=species:S:1:pos:R:3
C -2.593 0.531 0.477
C -1.723 -0.361 1.395
S 0.065 -0.050 1.254
N -2.244 0.381 -0.974
H -2.371 1.592 0.728
H -3.678 0.218 0.680
H -1.914 -1.413 1.289
H -2.021 -0.093 2.435
H -1.207 0.301 -1.010
H -2.590 1.185 -1.533
N 2.696 0.747 -0.553
C 2.061 -0.032 -1.583
O 1.568 -1.282 -1.151
H 2.041 1.158 0.139
H 3.356 0.226 0.026
H 1.235 0.558 -2.004
H 2.780 -0.287 -2.368
H 1.152 -1.110 -0.265
```

## Properties
Highest occupied orbital energy (eV): -3.16
Net charge: -1
M (g mol⁻¹): 123.20
Kohn-Sham gap (eV): 7.2



Which structure is the most stable? The one labeled #2.



#1
Formula: H6NO
Source: the Open Molecules 2025 dataset
Level of theory: ωB97M-V with the def2-TZVPD basis set

Structure (XYZ):
```
8
Properties=species:S:1:pos:R:3
O 0.566 -0.068 -1.347
H 0.194 -0.068 -2.258
H 1.409 -0.570 -1.424
N -0.434 0.141 1.006
H 0.246 -0.013 0.237
H -0.036 -0.216 1.896
H -1.316 -0.363 0.794
H -0.629 1.156 1.097
```

## Properties
Highest occupied orbital energy (eV): -17.20
Net charge: +1
M (g mol⁻¹): 36.05
Kohn-Sham gap (eV): 13.2



#2
Formula: H6NO
Source: the Open Molecules 2025 dataset
Level of theory: ωB97M-V with the def2-TZVPD basis set

Structure (XYZ):
```
8
Properties=species:S:1:pos:R:3
O -2.065 -0.642 1.996
H -2.203 0.091 2.638
H -1.683 -1.373 2.534
N 1.190 0.385 -1.433
H 1.448 -0.524 -1.003
H 0.280 0.705 -1.049
H 1.110 0.270 -2.462
H 1.922 1.089 -1.220
```

## Properties
Highest occupied orbital energy (eV): -14.54
Net charge: +1
M (g mol⁻¹): 36.05
Kohn-Sham gap (eV): 9.9



Which structure is the most stable? The one labeled #1.



#1
Formula: H6NO
Source: the Open Molecules 2025 dataset
Level of theory: ωB97M-V with the def2-TZVPD basis set

Structure (XYZ):
```
8
Properties=species:S:1:pos:R:3
O 2.081 -2.173 -0.642
H 2.344 -1.358 -0.158
H 2.931 -2.569 -0.940
N 0.000 0.000 0.000
H -0.753 0.072 -0.711
H 0.901 -0.212 -0.470
H -0.228 -0.759 0.670
H 0.080 0.900 0.512
```

## Properties
Highest occupied orbital energy (eV): -16.24
Net charge: +1
M (g mol⁻¹): 36.05
Kohn-Sham gap (eV): 11.6



#2
Formula: H6NO
Source: the Open Molecules 2025 dataset
Level of theory: ωB97M-V with the def2-TZVPD basis set

Structure (XYZ):
```
8
Properties=species:S:1:pos:R:3
N -0.077 0.015 -1.174
H 0.396 -0.841 -1.462
H -0.031 0.113 -0.135
H 0.269 0.894 -1.584
H -1.064 -0.040 -1.444
H -0.436 -0.480 2.188
H 0.735 0.488 2.048
O 0.208 -0.150 1.563
```

## Properties
Highest occupied orbital energy (eV): -17.06
Net charge: +1
M (g mol⁻¹): 36.05
Kohn-Sham gap (eV): 13.0



Which structure is the most stable? The one labeled #2.



#1
Formula: C9H13NO
Source: the Open Molecules 2025 dataset
Level of theory: ωB97M-V with the def2-TZVPD basis set

Structure (XYZ):
```
24
Properties=species:S:1:pos:R:3
C -1.803 -1.090 -0.387
C -2.575 -0.861 0.658
C -2.983 0.342 1.190
C -2.796 1.472 0.299
C -1.973 1.289 -0.844
C -1.519 0.066 -1.175
C 4.120 0.177 0.503
C 2.677 0.513 0.088
C 0.586 -0.807 -0.233
H -1.734 -2.101 -0.884
H -2.835 -1.796 1.168
H -3.706 0.478 2.019
H -3.304 2.364 0.396
H -1.888 2.204 -1.359
H -0.954 0.080 -2.091
H 4.452 -0.765 -0.164
H 4.105 -0.090 1.797
H 4.666 1.460 0.365
H 2.494 -1.488 -0.161
H 0.317 0.200 -0.445
H 0.380 -1.313 -1.277
H 0.117 -1.219 0.732
N 2.002 -0.702 -0.187
O 2.154 1.585 -0.009
```

## Properties
Highest occupied orbital energy (eV): -8.82
M (g mol⁻¹): 151.21
Kohn-Sham gap (eV): 9.4



#2
Formula: C9H13NO
Source: the Open Molecules 2025 dataset
Level of theory: ωB97M-V with the def2-TZVPD basis set

Structure (XYZ):
```
24
Properties=species:S:1:pos:R:3
C 1.550 1.588 -0.480
C 1.601 0.085 -0.313
C 0.855 -0.667 0.623
C -0.616 -0.357 0.415
C -1.328 0.624 0.861
C -2.711 0.821 0.582
C -3.433 -0.042 -0.199
C -2.667 -1.183 -0.597
C -1.404 -1.387 -0.356
H 1.480 1.939 0.689
H 0.212 2.047 -0.794
H 2.224 1.942 -1.287
H 1.470 -0.304 -1.163
H 3.629 -0.065 -1.133
H 3.623 0.307 0.492
H 1.067 0.038 1.821
H 2.387 -2.158 0.504
H -0.681 1.698 1.507
H -3.069 1.652 0.649
H -4.509 0.351 -0.449
H -3.136 -1.996 -1.092
H -0.892 -2.573 -0.881
N 3.144 -0.366 -0.143
O 1.202 -1.994 0.745
```

## Properties
Highest occupied orbital energy (eV): -9.00
M (g mol⁻¹): 151.21
Kohn-Sham gap (eV): 9.7



#3
Formula: C9H13NO
Source: the Open Molecules 2025 dataset
Level of theory: ωB97M-V with the def2-TZVPD basis set

Structure (XYZ):
```
24
Properties=species:S:1:pos:R:3
C 0.955 2.006 0.062
N 1.171 0.483 -0.090
C 2.206 -0.148 0.163
C 2.008 -1.596 -0.103
O 3.465 0.162 0.283
H 1.861 2.583 -0.121
H 0.072 2.320 -0.506
H 0.482 2.342 0.952
H 0.415 -0.001 -0.905
H 1.017 -2.061 -0.662
H 2.233 -2.095 0.722
H 2.859 -1.807 -0.715
C -1.691 1.002 0.637
C -1.504 -0.072 1.406
C -1.382 -1.334 0.893
C -1.458 -1.479 -0.498
C -1.368 -0.215 -1.288
C -1.678 1.027 -0.681
H -1.719 2.048 1.034
H -1.728 -0.150 2.504
H -1.567 -2.131 1.661
H -1.627 -2.561 -0.947
H -1.240 -0.208 -2.412
H -1.783 1.887 -1.389
```

## Properties
SMILES: CNC(C)=O.c1ccccc1
Highest occupied orbital energy (eV): -8.83
M (g mol⁻¹): 151.21
Kohn-Sham gap (eV): 9.0



Which structure is the most stable? The one labeled #3.



#1
Formula: C9H13NO
Source: the Open Molecules 2025 dataset
Level of theory: ωB97M-V with the def2-TZVPD basis set

Structure (XYZ):
```
24
Properties=species:S:1:pos:R:3
C 0.692 2.242 -2.580
C 0.938 1.574 -1.273
C 1.599 2.212 -0.242
C 1.813 1.571 0.978
C 1.431 0.250 1.109
C 1.020 -0.486 0.005
C 0.662 0.202 -1.144
H 1.473 2.186 -3.350
H 0.421 3.298 -2.533
H -0.080 1.768 -3.191
H 1.862 3.254 -0.363
H 2.206 2.109 1.825
H 1.744 -0.275 2.006
H 1.000 -1.569 -0.019
H 0.454 -0.389 -2.021
C -2.444 -1.385 0.481
C -2.057 -1.940 1.825
N -1.191 -3.002 1.795
O -2.384 -1.412 2.869
H -2.912 -2.149 -0.140
H -1.619 -0.980 -0.106
H -3.131 -0.547 0.585
H -0.572 -3.135 2.575
H -0.925 -3.396 0.911
```

## Properties
SMILES: Cc1ccccc1.CC(N)=O
Highest occupied orbital energy (eV): -9.18
M (g mol⁻¹): 151.21
Kohn-Sham gap (eV): 9.9



#2
Formula: C9H13NO
Source: the Open Molecules 2025 dataset
Level of theory: ωB97M-V with the def2-TZVPD basis set

Structure (XYZ):
```
24
Properties=species:S:1:pos:R:3
C -1.731 2.676 -1.854
C -1.724 1.537 -0.877
C -2.739 0.590 -0.958
C -2.812 -0.409 0.016
C -1.860 -0.475 1.019
C -0.791 0.409 1.008
C -0.686 1.399 0.045
H -2.565 2.676 -2.552
H -0.809 2.787 -2.445
H -1.681 3.632 -1.321
H -3.417 0.544 -1.806
H -3.606 -1.136 -0.072
H -1.897 -1.251 1.769
H -0.133 0.304 1.858
H 0.162 2.067 -0.076
C 2.518 -2.479 -0.001
C 2.844 -1.805 1.298
N 3.312 -0.517 1.221
O 2.592 -2.314 2.374
H 1.723 -1.901 -0.488
H 2.324 -3.530 0.147
H 3.321 -2.354 -0.742
H 3.825 -0.207 2.037
H 3.832 -0.243 0.399
```

## Properties
SMILES: Cc1ccccc1.CC(N)=O
Highest occupied orbital energy (eV): -8.94
M (g mol⁻¹): 151.21
Kohn-Sham gap (eV): 9.7



Which structure is the most stable? The one labeled #2.